Below is a cluster of 2 separate species, C5H5N3O5 in total, with properties calculated with ωB97M-V/def2-TZVPD.

For the molecular weight, the calculation gives 187.1 g/mol. Its charge is 0. The calculation puts the calculated total energy at -19964.988 eV. For the HOMO energy (spin up / spin down), the calculation gives -0.3747 / -0.2883 hartree.

```
18
Properties=species:S:1:pos:R:3:forces:R:3
O -3.1316 1.3653 1.3072 -1.1885 0.9124 1.2338
C -1.5591 0.2994 0.1216 1.5443 -0.5569 2.2988
H -1.8909 -1.4126 -1.1700 0.1464 -0.3501 0.7104
H 2.5424 0.2804 1.3532 1.0839 -0.2951 -0.3463
N 0.7212 2.6532 -0.3014 0.4629 -1.2892 1.7218
C 1.0160 -0.5046 -0.3280 -1.3382 -1.4760 -2.2208
O -0.2614 2.4426 -0.8933 -1.0996 0.8974 -1.7551
O 1.6975 0.5266 1.6914 0.0359 0.8428 1.6159
O -3.6650 0.5443 -0.6683 0.5519 0.4063 1.6068
N -2.9003 0.7712 0.3018 0.6951 -1.0410 -2.8284
H -0.5862 1.3199 1.8544 -1.2610 0.0313 0.6129
C 0.7520 0.2580 0.8246 -1.8606 -0.9218 -1.0868
H -1.6490 -0.0267 -1.8711 0.6841 0.3296 -0.6422
N 0.1234 -0.9482 -1.1909 1.8865 0.9021 1.0979
C -0.5839 0.5816 1.0771 0.2799 0.5828 -0.6703
H 2.0094 -0.8174 -0.5654 0.8392 -0.1145 0.0712
O 1.6625 3.3532 -0.3719 0.6121 0.9125 -0.5860
C -1.2130 -0.5592 -1.0150 -2.0745 0.2273 -0.8336
```
Forces are in eV/Å.